ORCA calculation (ωB97M-V/def2-TZVPD) on a cluster of 14 separate species, C41H119N19O14 in total at a distorted geometry.

```
193
Properties=species:S:1:pos:R:3:forces:R:3
C -1.209929 -4.647218 3.144533 -0.7 0.0 -0.1
C -0.891329 -5.483368 1.911333 1.9 -1.2 -0.8
C -1.013659 -4.822858 0.567803 -1.8 1.6 -1.7
O -1.228969 -5.691228 -0.587827 0.5 -0.4 1.3
C -2.258989 -5.414408 -1.552687 1.1 0.3 0.0
N 0.523871 -5.996558 2.002863 -0.9 0.6 0.4
H -2.122269 -4.069498 2.996323 -0.3 -0.1 -0.1
H -0.486659 -3.915338 3.504153 0.5 -0.3 -0.4
H -1.430899 -5.329018 3.965763 0.1 0.0 0.2
H -1.551299 -6.346128 1.820873 -0.5 0.0 0.4
H -0.207369 -4.114948 0.375803 0.6 -0.3 -0.1
H -1.879489 -4.161128 0.591593 -0.5 0.1 0.2
H -3.220879 -5.106428 -1.142787 0.0 -0.2 0.3
H -2.337509 -6.316248 -2.159847 -0.3 -0.2 0.3
H -1.908609 -4.651328 -2.247697 -0.1 0.4 0.1
H 0.601861 -6.478578 2.886983 0.3 -0.2 0.1
H 0.677181 -6.673068 1.268743 0.0 -0.2 -0.1
C -0.497139 5.239652 1.891143 0.8 -1.0 -0.5
C 0.865131 4.659052 2.360683 -1.4 -0.4 -0.4
C 2.044721 4.871182 1.464043 0.3 1.1 -1.0
O 1.759791 4.401752 0.143223 0.3 1.0 -1.0
C 2.692151 4.913952 -0.831907 0.0 -0.9 -0.4
N 0.997041 5.122502 3.728633 0.9 0.0 -0.5
H -1.258209 4.804642 2.538943 -0.2 -0.2 -0.1
H -0.626279 4.900802 0.863233 -0.5 0.3 0.0
H -0.621519 6.317622 1.994073 0.5 0.1 -0.2
H 0.816201 3.570402 2.384063 -0.8 -0.5 -0.2
H 2.949791 4.314572 1.707203 0.1 0.2 1.0
H 2.228471 5.945322 1.440133 0.4 0.2 -0.1
H 2.614351 4.316142 -1.740017 -0.4 -0.3 0.2
H 3.741301 4.813622 -0.553857 0.1 -0.1 0.6
H 2.595421 5.932712 -1.207247 -0.7 0.4 0.7
H 1.747421 4.544802 4.079743 0.1 0.1 0.9
H 0.124741 4.780582 4.105843 0.1 0.1 0.7
C 1.420231 -1.276938 -5.822067 -0.7 1.7 1.8
C 2.506561 -2.174588 -5.288107 0.4 1.0 -0.6
C 2.211651 -2.838108 -3.936067 -1.0 0.4 0.8
O 1.552751 -1.915438 -3.053187 -0.6 -0.2 0.6
C 1.254051 -2.556298 -1.784767 0.4 0.8 -0.2
N 2.630661 -3.177608 -6.299317 0.2 -2.1 -0.6
H 1.600521 -0.666428 -6.706877 0.7 -0.6 -0.3
H 1.276701 -0.502698 -5.068377 -0.8 0.1 0.2
H 0.509721 -1.853208 -5.986307 -0.2 0.2 0.2
H 3.414991 -1.582288 -5.178397 0.2 -0.1 -0.1
H 3.066751 -3.191558 -3.359897 0.6 -0.1 -0.6
H 1.552821 -3.700598 -4.036777 -0.1 -0.2 -0.4
H 2.167791 -2.705348 -1.209487 0.5 -0.8 -0.4
H 0.655921 -3.451908 -1.952767 0.1 0.0 0.2
H 0.768701 -1.877748 -1.083267 -0.7 0.4 -0.7
H 2.887471 -2.856158 -7.221717 0.8 0.6 0.2
H 1.652261 -3.337708 -6.492197 -0.3 -1.1 0.0
C 5.992291 0.293442 3.690043 0.2 -0.6 -0.3
C 6.509831 1.162922 2.522713 0.7 0.0 0.4
C 7.111431 0.450842 1.244163 -1.4 0.0 2.7
O 8.198351 -0.314658 1.706513 0.0 -0.3 -0.8
C 8.779541 -0.865358 0.548903 0.7 -0.2 -0.8
N 5.361241 1.991762 2.220373 0.2 0.1 -0.7
H 5.452981 -0.570968 3.302683 0.5 -0.6 -0.2
H 5.160211 0.758792 4.218443 0.4 0.8 0.1
H 6.733881 0.003382 4.434363 0.0 -0.2 -0.3
H 7.325831 1.824542 2.813423 0.0 0.0 0.6
H 7.381781 1.175022 0.475683 0.3 0.3 0.0
H 6.330051 -0.183368 0.825453 -0.1 -0.4 -0.3
H 9.633271 -1.526298 0.698563 0.0 0.2 0.8
H 9.124541 -0.040708 -0.074827 0.2 0.1 -0.3
H 8.086851 -1.453598 -0.052977 -0.4 0.0 0.1
H 4.714631 1.290612 1.888113 -0.8 0.2 -0.5
H 5.660971 2.534092 1.422793 -0.6 0.5 -0.4
C 1.072211 4.103372 7.351073 -1.3 0.3 -0.7
C -0.348509 4.119022 6.660463 1.5 -0.8 -1.1
C -0.518619 2.853102 5.824693 0.2 -1.8 -0.7
O -1.632219 2.747382 4.938423 -0.9 3.4 2.7
C -1.644639 1.761532 4.009713 0.6 -0.3 -1.0
N -1.379549 4.230412 7.626183 -1.2 0.6 0.6
H 1.787651 4.561832 6.668393 0.2 -0.3 0.0
H 1.355631 3.091762 7.641633 0.1 0.1 0.0
H 1.016241 4.741802 8.232763 0.1 -0.1 0.1
H -0.326409 4.909862 5.910683 -0.1 0.6 0.2
H -0.537289 1.952532 6.438463 0.0 0.0 0.7
H 0.334091 2.696062 5.164143 0.7 0.3 0.1
H -2.224929 0.884062 4.295023 0.1 0.0 0.0
H -0.595339 1.527632 3.829803 0.1 -0.8 -0.6
H -2.055539 2.244082 3.122923 -0.1 -0.5 -0.4
H -1.321679 5.130652 8.080393 0.5 0.1 0.5
H -2.248159 4.363162 7.128183 -0.5 -0.6 -0.2
C 3.829711 2.108652 -3.135077 1.3 -1.0 -0.6
C 4.271541 0.589272 -3.162307 -0.2 0.3 1.2
C 5.781291 0.432502 -2.812537 0.2 1.9 -2.4
O 6.449501 -0.788248 -2.907747 -0.6 -2.3 0.2
C 6.025081 -1.744698 -3.895377 -0.1 0.0 0.4
N 3.529211 -0.070438 -2.116847 -0.1 -0.2 0.9
H 2.773381 2.350692 -3.251987 -0.2 -0.7 0.2
H 4.308761 2.662522 -3.942447 0.4 0.2 0.1
H 4.176821 2.458452 -2.162837 -0.1 0.3 -0.1
H 4.040121 0.045232 -4.078047 0.3 0.6 -0.6
H 6.085571 0.919102 -1.885857 -0.5 -0.3 0.4
H 6.305441 1.000292 -3.581287 -0.1 0.9 -0.2
H 6.835851 -2.452768 -4.066807 0.2 0.4 0.0
H 5.677591 -1.334558 -4.843607 0.5 0.5 -0.1
H 5.195271 -2.378058 -3.581727 -0.2 0.2 0.5
H 4.105831 -0.808328 -1.738527 -0.1 -0.3 0.2
H 2.697091 -0.503908 -2.490697 -0.1 -0.2 0.1
C -0.480279 3.531212 -2.375967 0.5 -0.4 -1.1
C -1.045729 3.278582 -3.819337 -0.9 0.5 0.6
C -0.079289 2.662902 -4.838857 0.1 0.4 1.9
O 0.849301 3.692142 -5.099207 0.8 -0.2 -1.4
C 1.919261 3.394172 -6.033637 -0.5 0.3 0.7
N -2.198179 2.397522 -3.724327 0.0 -0.4 0.6
H -1.228449 3.772602 -1.620927 -0.4 -0.1 -0.3
H 0.233331 4.355082 -2.366557 0.0 0.0 -0.2
H 0.068171 2.653862 -2.033117 -0.1 -0.1 0.0
H -1.442149 4.236302 -4.156547 0.6 0.4 -0.5
H -0.618219 2.145542 -5.632577 -0.1 0.9 -0.9
H 0.341521 1.792962 -4.334667 0.8 -0.1 0.3
H 2.634241 2.730212 -5.547777 -0.1 -0.5 -0.4
H 2.491441 4.293012 -6.263407 -0.4 0.4 0.4
H 1.539121 3.062592 -6.999887 -0.1 -0.5 0.1
H -2.849929 2.782122 -3.055447 0.0 0.1 -0.1
H -2.735829 2.334642 -4.577007 0.2 0.0 -0.3
C -6.988779 -3.896558 -2.106217 0.5 -0.5 -1.5
C -5.559169 -3.577068 -2.687527 -1.5 -0.8 0.3
C -5.486649 -2.830518 -4.057247 -1.9 -0.4 0.5
O -6.004569 -3.611768 -5.156467 0.1 0.5 0.2
C -6.256929 -2.824508 -6.326757 0.8 -1.0 0.0
N -4.879379 -2.802378 -1.667187 0.3 0.6 -1.0
H -6.935709 -4.503938 -1.202687 0.4 0.2 0.1
H -7.521159 -4.519388 -2.825077 -0.2 0.1 -0.1
H -7.601629 -3.021328 -1.890617 0.3 0.2 -0.1
H -5.027069 -4.518178 -2.826367 -0.1 -0.5 -0.1
H -4.481479 -2.482768 -4.295577 0.1 0.1 0.2
H -6.216759 -2.033228 -3.918047 0.4 0.8 -0.1
H -6.288169 -3.541608 -7.147057 -0.3 0.0 0.0
H -5.412459 -2.180128 -6.571167 0.1 0.3 0.3
H -7.177829 -2.241548 -6.340947 -0.1 0.0 0.5
H -4.883549 -3.315268 -0.797107 0.0 -0.2 0.2
H -3.951349 -2.827858 -2.064947 1.0 0.6 0.9
C -3.428289 -0.813198 0.830493 0.4 2.1 -1.6
C -1.879019 -0.859558 0.908193 -1.2 0.2 0.1
C -1.097189 0.474082 0.571313 0.0 -1.6 -0.7
O 0.335201 0.220942 0.776383 -0.2 1.1 -0.2
C 1.236311 1.046332 -0.051197 -0.9 0.2 0.5
N -1.683749 -1.349568 2.291833 0.4 0.6 -0.7
H -3.974839 -1.749678 0.941773 0.5 -0.1 0.2
H -3.693519 -0.385808 -0.136507 -0.2 -0.4 -0.2
H -3.798579 -0.043608 1.507783 0.0 -0.3 0.6
H -1.547559 -1.601548 0.181773 0.2 -0.1 -0.1
H -1.585629 1.310162 1.071793 0.8 0.3 0.8
H -1.171689 0.722042 -0.487497 -0.5 -0.3 -0.2
H 1.381701 0.663592 -1.061387 -0.3 -0.3 0.2
H 2.222001 1.141812 0.404213 0.0 -0.6 0.3
H 0.920061 2.087232 -0.119007 -0.5 0.0 0.1
H -1.587659 -2.342958 2.136773 0.6 -0.1 0.7
H -0.831149 -0.920728 2.622393 0.6 -0.7 0.4
C -5.086149 -4.359488 2.485503 -1.2 0.9 -0.8
O -5.074649 -4.735148 1.296073 0.7 0.4 2.1
N -5.520559 -3.152448 2.888883 -1.2 2.9 -1.6
N -4.779069 -5.013228 3.608003 1.6 -3.4 0.1
H -5.716709 -2.834228 3.827163 0.1 -0.6 -0.4
H -5.756969 -2.495578 2.159003 -0.2 -0.1 0.2
H -4.086759 -5.722098 3.412273 -0.2 -0.4 0.7
H -4.805589 -4.626028 4.540463 0.2 0.1 -0.5
C -2.954309 -1.306768 5.842983 -0.4 0.8 1.9
O -3.598339 -0.967908 6.844633 0.5 -0.5 -0.6
N -3.495879 -1.937018 4.800733 -2.4 -1.4 -1.1
N -1.645939 -1.158998 5.683153 2.2 0.7 0.3
H -3.209289 -1.825118 3.838733 0.4 0.1 0.0
H -4.457929 -2.187958 4.978443 0.3 0.5 -0.2
H -1.062719 -0.809218 6.429883 -0.4 0.1 -0.2
H -1.210699 -1.248928 4.776193 0.1 -0.2 0.3
C 1.676701 -0.153718 4.198753 -0.1 -1.2 -1.6
O 0.888751 -1.068768 4.202883 -1.8 -1.2 0.7
N 2.234871 0.259882 3.097493 1.0 0.9 -3.4
N 2.169951 0.468832 5.208753 1.0 1.9 6.0
H 2.958791 0.961612 3.157473 -0.3 -0.1 -0.6
H 1.727811 0.002442 2.262793 0.3 0.3 -0.4
H 1.872011 0.208802 6.138113 0.0 -0.1 -0.2
H 2.745901 1.298522 5.209383 -0.2 -0.3 -0.5
C -4.477259 3.518542 -1.243927 0.9 1.9 4.7
O -4.363089 3.175152 -2.348167 -0.7 -2.2 -5.0
N -4.220969 4.790242 -0.878317 -0.1 1.6 0.1
N -4.622779 2.759412 -0.133437 -0.7 -1.2 0.6
H -4.287009 5.056402 0.093743 0.1 0.4 -0.6
H -4.087989 5.452712 -1.629007 0.0 0.1 0.5
H -4.989859 1.823742 -0.232797 0.0 0.1 0.1
H -4.842219 3.283992 0.701293 -0.1 -0.7 0.0
C -2.252699 -0.908328 -2.670817 0.9 -1.6 -0.4
O -2.225269 -2.132998 -2.583257 0.4 -1.0 0.1
N -1.258589 -0.142798 -3.054787 3.2 -0.2 -0.4
N -3.298519 -0.188568 -2.430027 -4.0 1.7 1.0
H -0.358739 -0.586958 -3.169147 0.0 0.2 -0.1
H -1.422819 0.853442 -3.079887 0.3 0.2 -0.5
H -4.142819 -0.656658 -2.133127 -0.1 0.1 -0.1
H -3.241479 0.816402 -2.512937 -0.4 -0.2 0.0
```
Positions in Å, forces in eV/Å.

The total energy is -3727.09961 Ha. The value obtained for the gap between HOMO and LUMO is 8.9 eV. The value obtained for the HOMO energy is -8.80 eV. The lowest unoccupied orbital energy comes out at 0.150 eV.

---

ORCA calculation (ωB97M-V/def2-TZVPD) on a structure of composition C41H21BiN10O7S at a distorted geometry.

```
81
Properties=species:S:1:pos:R:3:forces:R:3
Bi 0.181730 -0.382180 -0.683840 -1.1 -0.1 0.5
C 2.007385 5.845123 1.970800 -0.2 -0.6 -0.5
C 0.697435 5.812501 2.512567 0.4 0.5 0.4
C -0.160983 4.727123 2.399307 0.8 0.4 0.2
C 0.320352 3.630155 1.692648 -0.6 0.3 0.0
C -0.235521 2.311085 1.479882 -0.6 -2.3 -0.1
N 0.630451 1.519128 0.681560 0.2 2.3 1.2
C 1.717289 2.288608 0.498578 1.0 1.6 0.1
N 2.944589 1.964284 0.046448 -1.6 0.3 -0.2
C 3.168566 0.743333 -0.327814 2.6 -0.5 0.1
C 4.600838 0.345454 -0.536984 -0.2 1.8 -0.3
C 5.781344 1.115883 -0.672698 -1.3 -0.8 0.6
C 6.938816 0.408378 -0.887104 -0.3 -0.2 -0.5
C 6.926094 -0.989813 -1.070792 0.8 0.4 0.3
C 5.761841 -1.713248 -0.907872 1.2 0.3 -0.4
C 4.627717 -1.004616 -0.658917 -2.2 -1.1 0.0
C 3.217725 -1.502556 -0.505410 0.8 0.7 0.2
N 2.927386 -2.770487 -0.312884 0.2 1.6 -0.2
C 1.770307 -3.094735 0.279436 0.2 -2.1 0.0
N 0.714376 -2.364312 0.629124 -0.2 -1.1 0.9
C -0.075727 -3.204316 1.444834 -1.7 3.0 -0.9
N -1.231210 -2.835204 2.013488 0.6 -0.9 0.1
C -1.606678 -1.589027 2.141535 0.6 -0.4 0.2
N -0.911585 -0.498725 1.759197 -1.0 1.1 0.1
C -1.651998 0.582841 2.194054 1.6 -0.3 -0.7
N -1.315598 1.859336 2.105518 0.8 0.9 0.0
C -2.810505 0.141775 2.923732 -1.6 0.6 0.5
C -3.890783 0.846669 3.466639 0.8 0.2 -0.5
C -4.929599 0.114959 4.025075 0.0 0.7 0.1
C -4.846179 -1.282795 4.083161 0.3 0.9 0.2
C -3.757244 -1.952562 3.540783 -1.4 -2.0 0.7
C -2.800532 -1.235289 2.905923 1.0 0.6 -0.5
C 0.445459 -4.501046 1.523731 0.7 -0.6 0.2
C 0.062723 -5.646945 2.233188 0.4 0.3 -0.6
C 0.858753 -6.748670 2.183558 1.5 0.0 -0.8
C 2.106296 -6.738094 1.465332 -1.4 0.4 0.0
C 2.463940 -5.613875 0.768648 0.5 0.9 -0.9
C 1.612502 -4.464156 0.791995 1.6 -0.9 -0.2
N 2.410433 -0.369288 -0.374213 0.0 -1.3 0.0
C 1.552679 3.669886 1.084273 0.7 -1.0 -0.3
C 2.439672 4.765007 1.213677 -1.2 -0.8 -0.2
H 2.675311 6.697538 2.122535 -0.4 -0.2 0.0
H 0.416255 6.692956 3.088117 -0.3 -0.2 0.0
H -1.103068 4.700451 2.916119 -0.3 0.0 -0.1
H 5.743325 2.185551 -0.563730 0.0 0.2 0.0
H 7.852079 0.949048 -1.022509 0.5 0.1 0.0
H 7.896892 -1.420305 -1.329852 -0.5 -0.3 0.1
H 5.684260 -2.758510 -1.021752 0.2 -1.1 -0.1
H -3.870852 1.934556 3.342333 -0.3 -0.4 0.3
H -5.791329 0.688987 4.408835 0.4 -0.7 -0.2
H -5.619625 -1.787506 4.619155 -0.4 -0.6 0.1
H -3.725807 -3.062512 3.607055 0.1 0.9 -0.2
H -0.849263 -5.623990 2.748871 -1.2 -0.1 0.7
H 0.592920 -7.683316 2.613947 -0.4 -0.5 0.6
H 2.657855 -7.660468 1.360021 0.2 0.0 0.2
H 3.372179 -5.605343 0.131941 -0.6 0.1 0.6
H 3.353287 4.708625 0.656890 0.5 0.2 0.1
O -1.221027 -2.947708 -3.621177 -0.4 -0.5 -1.6
N -0.821081 -2.408386 -2.632384 1.2 -0.1 1.1
O -1.463196 -2.347557 -1.592402 -1.2 0.1 1.0
O 0.366643 -1.915648 -2.581237 0.6 0.3 -0.5
O 0.514023 3.249615 -2.068845 -0.4 0.0 -0.4
C 0.238572 2.144369 -2.535628 1.3 0.4 1.0
O 0.954166 1.087565 -2.242265 -0.4 0.1 -0.5
C -0.945646 1.945618 -3.410319 -0.8 0.8 0.8
C -1.091806 0.776267 -4.121402 0.4 0.1 -0.5
C -2.225917 0.509024 -4.871650 -0.1 -0.1 -0.6
C -3.232957 1.450894 -4.821665 0.3 -1.1 -0.2
O -4.485042 1.392282 -5.376952 -0.2 0.3 -0.4
C -5.210999 2.328122 -4.577090 -0.7 -1.1 1.1
O -4.311060 3.296385 -4.119879 0.6 0.3 -0.4
C -3.100890 2.591108 -4.081824 -0.3 1.0 1.2
C -1.991001 2.895050 -3.327041 0.1 -0.9 -1.1
H -0.239887 0.117123 -4.155509 0.0 -0.3 0.1
H -2.252315 -0.376763 -5.501261 -0.3 0.1 0.2
H -5.562742 1.748369 -3.684460 -0.1 0.4 -0.5
H -6.053448 2.759681 -5.126562 0.4 0.0 -0.1
H -1.920618 3.782184 -2.738229 0.1 0.3 0.4
S -3.168656 0.965331 -0.129724 0.1 0.1 -0.9
C -4.800094 0.914083 0.106985 0.1 0.0 0.4
N -5.921999 0.897638 0.412382 -0.5 0.0 -0.2
```
Positions in Å, forces in eV/Å.

The charge is -2. The total energy is -3262.12374 Ha. The value obtained for the gap between HOMO and LUMO (alpha / beta) is 4.6 / 5.0 eV. The value obtained for the HOMO energy (alpha / beta) is -1.53 / -1.78 eV. The lowest unoccupied orbital energy (alpha / beta) comes out at 3.077 / 3.206 eV.

---

Q: Which formula does entry 1 have?
A: C41H119N19O14